No. 1
Below is a 3-piece molecular cluster, C3H15N2O2 overall at a distorted geometry, with properties calculated with the ωB97M-V functional and the def2-TZVPD basis.

Element x y z (Å)
1 C 0.604 -0.897 -2.053
2 C 0.838 0.567 -1.661
3 C -0.071 0.874 -0.464
4 N 0.341 -0.012 0.723
5 N 1.446 -1.755 -1.172
6 H 0.981 -1.053 -3.066
7 H -0.441 -1.137 -2.044
8 H 1.839 0.930 -1.439
9 H 0.677 1.113 -2.614
10 H 0.195 1.884 -0.128
11 H -1.146 0.837 -0.494
12 H 1.042 0.389 1.336
13 H 0.735 -0.871 0.267
14 H -0.495 -0.174 1.322
15 H 2.446 -1.608 -1.230
16 H 1.195 -2.728 -1.275
17 H -0.135 -0.625 3.770
18 H -1.608 -0.199 3.571
19 O -0.728 -0.221 3.149
20 H -3.151 1.736 0.724
21 H -2.028 1.815 1.625
22 O -2.535 1.133 1.154

Computed properties:
- Largest force on an atom: 3.58 eV Å⁻¹
- HOMO energy: -13.36 eV
- Charge: +1
- Multiplicity: 1
- Orbital gap: 10.57 eV

No. 2
Below is C3H15N5 as an isolated structure at a distorted geometry, with properties calculated with the ωB97M-V functional and the def2-TZVPD basis.

Element x y z (Å)
1 C 1.143 2.334 0.551
2 N 1.501 0.416 1.893
3 N 1.708 0.994 0.605
4 N 1.046 -0.914 1.819
5 H 2.389 0.469 2.395
6 H 1.272 0.402 -0.108
7 H 1.127 -1.295 2.760
8 H -0.057 -1.126 1.031
9 H 1.169 2.669 -0.487
10 H 1.752 3.016 1.147
11 H 0.108 2.390 0.912
12 C -0.585 -0.916 -2.588
13 C -1.995 -0.199 0.272
14 N 0.047 -0.775 -1.292
15 N -0.973 -1.222 0.118
16 H 0.719 -1.528 -1.151
17 H -1.391 -2.143 -0.019
18 H 0.167 -0.769 -3.373
19 H -2.598 -0.387 1.165
20 H -1.477 0.750 0.401
21 H -1.064 -1.892 -2.757
22 H -1.332 -0.127 -2.713
23 H -2.675 -0.147 -0.582

Computed properties:
- Largest force on an atom: 3.50 eV Å⁻¹
- HOMO energy: -5.40 eV
- Multiplicity: 1
- Orbital gap: 5.94 eV

Going through the records in order, we get energy above the lowest of the compared OMol25 structures with the same formula, charge and spin values of 13.57; 102.75 kcal/mol.
Going through the records in order, we get calculated total energy values of -383.05426; -396.84629 Ha.